1.
Computed, not measured: the ion C3H8BrN2O with charge +1 in a non-equilibrium geometry, with the ωB97M-V functional and the def2-TZVPD basis.

Geometry as ORCA input:
```
! RIJCOSX wB97M-V def2-TZVPD def2/J DEFGRID3
* xyz 1 1
C 0.1390 0.7512 0.1430
C 0.9119 -1.5201 -0.4783
C 1.1215 -0.3043 0.5025
N -1.2973 0.6600 0.7118
N 0.2699 1.4332 -0.9242
O -2.2226 1.6348 0.3891
Br 3.0130 0.3872 0.2102
H 0.4055 -2.3987 0.0872
H 1.8933 -1.8163 -0.9809
H 0.2734 -1.1047 -1.2628
H 0.9937 -0.6686 1.5631
H -1.5597 0.1384 1.5697
H 1.2617 1.4471 -1.3967
H -0.4616 2.1815 -1.0533
H -3.0863 1.3461 -0.0714
*
```

## Properties
Highest occupied orbital energy in eV: -14.64
Orbital gap in Eh: 0.370
DFT total energy in Ha: -2877.52151
Relative energy (zero: lowest compared OMol25 entry of this formula, charge and spin) in eV: 1.7912
LUMO energy in eV: -4.576

---

2.
Computed, not measured: a structure of composition C41H72N5O4PS2SeSiTl, with the ωB97M-V functional and the def2-TZVPD basis.

Geometry as ORCA input:
```
! RIJCOSX wB97M-V def2-TZVPD def2/J DEFGRID3
* xyz 1 1
Tl 0.0734 -0.1690 -0.2596
C -5.5466 -0.7339 -2.7036
N -4.2266 -1.1718 -2.2875
C -3.9509 -2.5967 -2.4192
C -3.3027 -0.3793 -1.7274
O -2.2201 -0.8232 -1.3496
C -3.6272 1.1040 -1.5850
O -2.4851 1.7183 -1.0575
C -2.3182 3.0762 -1.3599
C -0.8210 3.3041 -1.5228
O -0.0378 2.3715 -1.3494
N -0.3792 4.5237 -1.8448
C 1.0665 4.7053 -1.9418
C -1.2223 5.7013 -1.9729
H -5.6506 -0.8003 -3.7881
H -5.7478 0.2872 -2.3945
H -6.3024 -1.3739 -2.2446
H -4.3502 -2.9466 -3.3704
H -4.4255 -3.1529 -1.6070
H -2.8791 -2.7635 -2.3795
H -4.4955 1.2396 -0.9276
H -3.8834 1.5220 -2.5647
H -2.7093 3.7073 -0.5518
H -2.8383 3.3529 -2.2828
H 1.4760 4.0613 -2.7189
H 1.5517 4.4535 -0.9985
H 1.2657 5.7445 -2.1902
H -2.2748 5.4358 -1.9653
H -1.0085 6.2086 -2.9134
H -1.0374 6.3952 -1.1506
S 2.1842 1.0192 0.5550
C 3.3914 0.0677 -0.1231
N 4.2641 -0.5395 -0.5770
C 0.4298 -1.3158 5.8988
C -0.0966 -2.3010 4.8627
C -1.0490 -1.6050 3.8794
C -0.6405 -0.1340 3.6364
C 0.8813 0.0032 3.7672
C 1.3023 -0.2474 5.2226
P -1.2946 0.5350 2.0501
C -1.3555 2.3844 2.2377
C -0.0395 3.0696 1.8387
C -0.1254 4.5666 2.1139
C -0.1823 4.8331 3.6290
C -0.7200 3.6167 4.3896
C -1.8387 2.9284 3.6134
C -3.0966 0.0848 1.9691
C -3.9016 0.4891 3.2283
C -5.2395 -0.2592 3.3269
C -5.8058 -0.5232 1.9402
C -4.8913 -1.5008 1.1896
C -3.4161 -1.3716 1.6089
H 0.9972 -1.8290 6.6756
H -0.4207 -0.8458 6.4031
H -0.6170 -3.1311 5.3420
H 0.7435 -2.7384 4.3149
H -2.0673 -1.6323 4.2763
H -1.0571 -2.1550 2.9397
H -1.1042 0.4859 4.4104
H 1.2374 0.9817 3.4481
H 1.3507 -0.7183 3.0949
H 1.2465 0.6877 5.7862
H 2.3497 -0.5548 5.2352
H -2.1035 2.6521 1.4817
H 0.1805 2.8721 0.7946
H 0.8012 2.6579 2.3998
H -1.0198 4.9676 1.6216
H 0.7295 5.0821 1.6719
H -0.8138 5.7005 3.8314
H 0.8132 5.0838 3.9993
H -1.0922 3.9240 5.3680
H 0.0836 2.9003 4.5838
H -2.6406 3.6524 3.4382
H -2.2789 2.1479 4.2278
H -3.4311 0.7117 1.1325
H -4.0970 1.5621 3.2045
H -3.3200 0.2942 4.1315
H -5.9340 0.3223 3.9346
H -5.1015 -1.2130 3.8436
H -5.8816 0.4276 1.3995
H -6.8202 -0.9192 1.9999
H -4.9869 -1.3441 0.1133
H -5.2178 -2.5257 1.3790
H -2.7679 -1.7436 0.8197
H -3.2257 -2.0047 2.4755
C 5.0555 1.5399 -4.7092
C 4.1918 1.9845 -3.5311
C 2.7946 1.3833 -3.5416
N 2.8795 -0.0776 -3.5072
C 1.9054 -0.8894 -3.1779
S 0.3166 -0.3000 -2.8455
N 2.0483 -2.2463 -3.2028
C 3.0040 -3.1219 -3.7942
O 2.5960 -4.2011 -4.1372
C 4.4304 -2.7351 -3.9608
C 5.1535 -2.1652 -2.9176
C 6.5107 -1.9225 -3.0730
C 7.1346 -2.2449 -4.2693
C 6.4114 -2.8133 -5.3114
C 5.0614 -3.0747 -5.1567
H 5.9728 2.1258 -4.7559
H 4.5319 1.6655 -5.6597
H 5.3669 0.4952 -4.6300
H 4.0716 3.0696 -3.5590
H 4.6829 1.7414 -2.5861
H 2.2543 1.6813 -4.4453
H 2.2084 1.7029 -2.6806
H 3.7652 -0.4804 -3.7881
H 1.1788 -2.7274 -3.0070
H 4.6689 -1.8932 -1.9895
H 7.0624 -1.4761 -2.2584
H 8.1927 -2.0537 -4.3927
H 6.9046 -3.0627 -6.2411
H 4.4898 -3.5460 -5.9452
C 0.8207 -5.5204 -1.2713
Si 1.4957 -4.3600 0.0224
C 3.2030 -3.7507 -0.4051
C 1.4764 -5.2137 1.6837
Se 0.0099 -2.6685 0.4633
H 1.3712 -6.4651 -1.2480
H 0.9071 -5.1223 -2.2825
H -0.2302 -5.7379 -1.0730
H 3.9470 -4.5265 -0.2046
H 3.4634 -2.8662 0.1754
H 3.2735 -3.4991 -1.4629
H 2.0665 -6.1332 1.6305
H 0.4612 -5.4809 1.9815
H 1.9023 -4.5742 2.4581
*
```

## Properties
Highest occupied orbital energy in eV: -10.02
Orbital gap in Eh: 0.255
DFT total energy in Ha: -6181.30175
Relative energy (zero: lowest compared OMol25 entry of this formula, charge and spin) in eV: 0.1813
LUMO energy in eV: -3.087

---

3.
Computed, not measured: an isolated molecule of C3H10NO2P in a non-equilibrium geometry, with the ωB97M-V functional and the def2-TZVPD basis.

Geometry as ORCA input:
```
! RIJCOSX wB97M-V def2-TZVPD def2/J DEFGRID3
* xyz 0 1
C -0.6323 -1.0269 1.3950
C -0.2960 0.3428 -2.0300
C -0.2080 0.5008 1.1465
N 1.6028 -0.7571 -0.6461
O -1.2551 1.4189 1.5116
O 1.5536 1.9180 -0.7004
P 0.8551 0.5690 -0.5458
H -1.4717 -1.2973 0.7838
H -0.9857 -0.9298 2.3661
H 0.0852 -1.7938 1.3454
H 0.0752 -0.0813 -2.9989
H -1.1149 -0.3394 -2.0169
H -0.6117 1.3969 -2.0836
H 0.5305 0.6960 2.0011
H 1.9862 -0.9870 -1.5931
H 0.8434 -1.4165 -0.2662
H -0.9566 1.7867 2.3315
*
```

## Properties
Highest occupied orbital energy in eV: -9.33
Orbital gap in Eh: 0.366
DFT total energy in Ha: -666.84428
Relative energy (zero: lowest compared OMol25 entry of this formula, charge and spin) in eV: 4.1365
LUMO energy in eV: 0.623

---

4.
Computed, not measured: a structure of composition C3H5NO3 in a non-equilibrium geometry, with the ωB97M-V functional and the def2-TZVPD basis.

Geometry as ORCA input:
```
! RIJCOSX wB97M-V def2-TZVPD def2/J DEFGRID3
* xyz 0 1
N 0.2061 -1.6575 -0.4985
C 0.0819 -0.2245 0.7270
O 0.0458 -0.6044 1.8645
C -0.8097 -0.4923 -0.3826
O -0.8023 1.9683 0.0360
C 0.4001 1.9047 0.1297
O 1.0900 0.7660 0.3001
H 1.0536 -1.4758 -1.0207
H 0.2918 -2.4179 0.1683
H -0.7208 0.0930 -1.2994
H -1.8732 -0.6518 -0.1361
H 1.0367 2.7921 0.1118
*
```

## Properties
Highest occupied orbital energy in eV: -9.48
Orbital gap in Eh: 0.377
DFT total energy in Ha: -397.73376
Relative energy (zero: lowest compared OMol25 entry of this formula, charge and spin) in eV: 2.8008
LUMO energy in eV: 0.784

---

5.
Computed, not measured: a cluster of 2 separate species, C2H6O2S in total, with the ωB97M-V functional and the def2-TZVPD basis.

Geometry as ORCA input:
```
! RIJCOSX wB97M-V def2-TZVPD def2/J DEFGRID3
* xyz 0 1
C -0.8815 -1.7279 1.1886
S 0.5760 -1.3607 0.1465
H -1.7687 -1.7754 0.5701
H -0.7278 -2.6825 1.6737
H -0.9879 -0.9670 1.9538
H -0.1201 -0.9349 -0.9088
O -0.4550 2.0692 -1.4237
C 0.7340 2.0683 -1.2971
O 1.3776 1.8528 -0.1389
H 1.4361 2.2361 -2.1190
H 0.8173 1.2220 0.3548
*
```

## Properties
Highest occupied orbital energy in eV: -9.57
Orbital gap in Eh: 0.377
DFT total energy in Ha: -628.46152
Relative energy (zero: lowest compared OMol25 entry of this formula, charge and spin) in eV: 0.2121
LUMO energy in eV: 0.700

---

6.
Computed, not measured: an isolated molecule of CH2O2S in a non-equilibrium geometry, with the ωB97M-V functional and the def2-TZVPD basis.

Geometry as ORCA input:
```
! RIJCOSX wB97M-V def2-TZVPD def2/J DEFGRID3
* xyz 0 1
C 0.1672 0.1225 -0.4064
O 1.1484 0.8467 0.1810
O 1.0765 -0.6123 0.3084
S -1.6174 0.0973 0.1947
H 0.3415 0.1408 -1.4247
H -1.1162 -0.5950 1.1470
*
```

## Properties
Highest occupied orbital energy in eV: -10.19
Orbital gap in Eh: 0.403
DFT total energy in Ha: -587.81956
Relative energy (zero: lowest compared OMol25 entry of this formula, charge and spin) in eV: 4.5504
LUMO energy in eV: 0.774